1.
Computed, not measured: a 3-piece molecular cluster, C17H19FN2O9S overall in a non-equilibrium geometry, with ωB97M-V/def2-TZVPD.

Each line ends with the natural charge from an NBO analysis.
Atoms and positions in Å:
N 2.3439 -5.1612 1.4539  -0.363
C 1.9923 -4.8757 0.3966  0.533
O 1.5854 -4.5441 -0.7964  -0.457
C 1.1127 -3.2274 -0.8881  0.327
C 1.9540 -2.1563 -1.1240  -0.386
S 3.6911 -2.3596 -1.3504  2.434
O 4.3116 -2.7578 -0.1399  -0.883
O 4.1811 -1.2862 -2.1352  -0.881
F 3.6632 -3.6204 -2.2634  -0.469
C 1.4479 -0.8484 -1.1817  -0.111
C 0.0940 -0.6136 -1.0150  -0.154
C -0.7233 -1.7073 -0.8260  -0.117
C -0.2344 -3.0008 -0.7606  -0.140
C -1.3763 -3.9295 -0.5169  0.666
O -1.3348 -5.0483 -0.1190  -0.459
N -2.6092 -3.1793 -0.7830  -0.683
C -2.1985 -1.7803 -0.6137  0.673
O -2.9323 -0.9088 -0.2776  -0.477
H 2.1392 -0.0354 -1.3393  0.282
H -0.3089 0.3876 -1.0381  0.260
H -2.7264 -3.2852 -1.7954  0.396
O -3.5324 4.9752 -1.1856  -0.570
C -4.3978 4.1730 -0.9705  0.796
O -4.0520 2.9732 -0.4614  -0.505
C -5.0135 2.0134 -0.0095  -0.070
C -5.5135 1.1351 -1.1349  -0.635
C -5.8443 4.4453 -1.3195  -0.743
H -5.8281 2.5066 0.5225  0.171
H -4.4761 1.4097 0.7193  0.206
H -6.0455 1.7097 -1.8942  0.202
H -6.1860 0.3692 -0.7487  0.220
H -4.6699 0.6439 -1.6175  0.223
H -6.0053 4.1687 -2.3608  0.243
H -6.0181 5.5124 -1.2131  0.246
H -6.5634 3.9173 -0.6991  0.218
O 2.3918 1.8120 0.2523  -0.598
C 3.3069 1.6060 1.0079  0.809
O 3.8789 0.3903 1.0092  -0.512
C 5.0688 0.1021 1.7625  -0.072
C 4.7501 -0.3070 3.1835  -0.638
C 3.7746 2.6489 1.9913  -0.744
H 5.7592 0.9450 1.7165  0.175
H 5.5337 -0.7218 1.2322  0.213
H 4.2665 0.4976 3.7390  0.205
H 5.6646 -0.5837 3.7077  0.223
H 4.0778 -1.1650 3.1822  0.228
H 3.1650 2.5708 2.8908  0.248
H 3.6132 3.6267 1.5461  0.251
H 4.8224 2.5633 2.2650  0.221

Cartesian forces, eV/Å:
N 0.0 -0.1 -0.1
C -0.1 0.0 0.1
O 0.2 0.1 0.0
C 0.0 -0.4 0.3
C -0.1 0.5 -0.1
S 0.1 0.4 0.2
O 0.0 -0.1 0.0
O 0.0 -0.1 0.0
F 0.1 -0.1 -0.2
C 0.3 -0.4 -0.1
C -0.1 0.1 0.1
C 0.1 -0.1 0.1
C -0.1 0.2 0.1
C -0.2 0.0 0.0
O 0.0 -0.2 -0.2
N 1.0 0.3 0.0
C -0.1 -0.4 0.0
O -0.2 0.3 -0.2
H 0.0 0.1 0.0
H 0.0 0.1 0.0
H -0.7 -0.2 0.1
O 0.0 0.0 0.0
C 0.0 0.0 -0.1
O 0.1 0.0 0.1
C -0.1 -0.1 0.0
C 0.0 0.1 -0.2
C 0.0 0.1 0.3
H 0.0 0.0 0.0
H 0.1 0.0 0.0
H -0.1 0.0 0.1
H 0.0 0.0 0.0
H 0.0 0.0 0.0
H 0.0 0.0 0.0
H 0.1 0.0 -0.1
H 0.0 -0.1 -0.1
O 0.0 -0.1 0.0
C -0.1 0.1 0.1
O 0.0 0.0 -0.2
C 0.1 -0.1 0.1
C -0.1 0.0 0.0
C 0.2 0.1 -0.2
H 0.0 0.0 0.0
H 0.0 -0.1 -0.1
H 0.1 0.0 0.0
H 0.0 0.0 0.0
H 0.0 0.0 0.0
H 0.0 0.0 0.0
H -0.1 0.0 0.0
H -0.1 0.0 0.1

Orbital gap ... 8.9 eV
Strongest force on any atom ... 1.015 eV Å⁻¹
Highest occupied orbital energy ... -10.175 eV
Charge ... 0
Structure (SMILES) ... N#COc1c(S(=O)(=O)F)ccc2c1C(=O)NC2=O.CCOC(C)=O.CCOC(C)=O

2.
Computed, not measured: C17H19I2N4OSSn as an isolated structure, with ωB97M-V/def2-TZVPD.

Each line ends with the natural charge from an NBO analysis.
Atoms and positions in Å:
Sn 0.5887 -0.8632 -1.4966  1.377
I 6.8462 -0.9279 3.7020  0.667
C 5.6296 -0.8728 2.1292  -0.051
C 6.1549 -0.5691 0.8548  -0.324
C 5.3299 -0.5740 -0.2307  -0.160
I 5.9954 -0.1620 -2.0853  0.552
C 3.8682 -0.9419 -0.0475  0.508
O 3.1228 -1.0736 -0.9929  -0.504
C 3.3451 -1.1960 1.3299  -0.035
C 1.9030 -1.6120 1.5068  -0.263
N 0.8872 -0.7369 0.8513  -0.697
C 0.9028 0.6591 1.3612  -0.278
C 0.6857 1.6999 0.2872  0.234
C 0.5365 3.0337 0.6232  -0.225
C 0.3750 3.9697 -0.3852  -0.082
C 0.3640 3.5526 -1.7125  -0.221
C 0.5097 2.2109 -1.9768  0.056
N 0.6685 1.3036 -0.9905  -0.621
C 4.2073 -1.1584 2.3506  -0.199
H 7.2076 -0.3446 0.7471  0.282
H 1.7779 -2.6197 1.1035  0.258
H 1.7022 -1.6693 2.5780  0.239
H -0.0229 -1.1338 1.0966  0.443
H 0.1548 0.7836 2.1449  0.258
H 1.8732 0.8516 1.8239  0.232
H 0.5484 3.3349 1.6629  0.255
H 0.2570 5.0174 -0.1402  0.265
H 0.2421 4.2545 -2.5251  0.270
H 0.5005 1.8360 -2.9934  0.230
H 3.8810 -1.3659 3.3630  0.265
C -4.4535 -2.9538 -0.4761  -0.416
N -4.4954 -1.5280 -0.7807  -0.339
C -5.7783 -0.8478 -1.0531  -0.224
C -5.3503 0.5838 -1.4313  -0.230
N -3.9008 0.5376 -1.1738  -0.551
C -3.4939 -0.6799 -0.8294  0.403
S -1.8632 -1.0987 -0.4276  -0.439
H -5.1652 -3.4624 -1.1228  0.239
H -4.7273 -3.1315 0.5634  0.230
H -3.4579 -3.3417 -0.6649  0.234
H -6.4026 -0.8770 -0.1611  0.233
H -6.3004 -1.3613 -1.8575  0.239
H -5.8264 1.3346 -0.8067  0.236
H -5.5449 0.8165 -2.4757  0.230
H -3.2826 1.3235 -1.2422  0.426

Cartesian forces, eV/Å:
Sn -0.5 -0.1 -0.2
I 0.2 0.0 0.3
C -0.2 0.0 -0.2
C -0.2 -0.1 0.2
C -0.2 -0.1 0.1
I 0.0 0.0 -0.2
C -0.1 -0.2 0.3
O 0.4 0.2 -0.2
C 0.0 0.1 -0.3
C 0.1 0.0 0.0
N 0.1 -0.1 0.0
C 0.0 0.0 -0.1
C 0.0 -0.1 0.1
C 0.0 0.0 0.0
C 0.0 0.0 0.0
C 0.0 0.0 0.0
C 0.0 0.0 0.1
N 0.0 0.2 -0.1
C 0.2 0.0 0.0
H 0.0 0.0 0.0
H 0.0 0.0 0.0
H 0.0 0.0 0.0
H 0.0 0.0 0.1
H 0.0 0.0 0.0
H 0.0 0.0 0.0
H 0.0 0.0 0.0
H 0.0 0.0 0.0
H 0.0 0.0 0.0
H 0.0 0.0 0.0
H 0.1 0.0 0.0
C 0.0 0.1 0.0
N -0.1 -0.2 0.0
C 0.1 0.0 0.0
C 0.1 -0.1 0.0
N -0.1 0.0 0.0
C 0.1 0.1 -0.3
S 0.0 -0.1 0.4
H 0.0 0.0 0.0
H 0.0 0.0 0.0
H 0.0 0.0 0.0
H 0.0 0.0 0.0
H 0.0 0.0 0.0
H 0.0 0.0 0.0
H 0.0 0.0 0.0
H 0.0 0.0 0.0

Orbital gap ... 4.6 eV
Strongest force on any atom ... 0.556 eV Å⁻¹
Highest occupied orbital energy ... -16.761 eV
Charge ... +3

3.
Computed, not measured: a 2-piece molecular cluster, C17H19N overall in a non-equilibrium geometry, with ωB97M-V/def2-TZVPD.

Each line ends with the natural charge from an NBO analysis.
Atoms and positions in Å:
C 4.2164 -0.6832 2.1817  -0.438
C 4.0761 -1.1055 3.5638  -0.609
C 3.7932 0.7374 1.9094  -0.001
C 4.3719 1.9411 2.4697  -0.224
C 2.4715 0.7460 1.4182  -0.219
C 3.8388 3.2467 2.1713  -0.182
C 1.9109 2.0604 1.2098  -0.199
C 2.4503 3.2367 1.6501  -0.228
H 5.1411 -0.9162 1.6231  0.217
H 3.5411 -1.3561 1.5936  0.207
H 4.5854 -2.0723 3.6802  0.212
H 5.2852 2.0272 2.8544  0.199
H 1.7707 -0.0834 1.3019  0.222
H 4.4398 4.1505 2.3329  0.216
H 0.9293 2.0832 0.7900  0.203
H 1.9785 4.0995 1.3631  0.203
H 3.1252 -1.2128 4.0086  0.217
H 4.4901 -0.4296 4.4310  0.203
C -3.2038 -3.8837 -1.1064  -0.616
C -2.2310 -0.3589 -2.1985  0.184
C -3.0905 -1.2858 -1.3214  -0.093
C -2.6885 -2.5843 -1.6896  -0.101
C -1.6913 -2.5386 -2.6262  -0.022
C -2.3956 1.0228 -2.4941  -0.263
C -3.4352 1.6216 -1.7764  -0.222
C -4.1394 0.8708 -0.8394  -0.234
C -4.1365 -0.6065 -0.6982  -0.206
N -1.2737 -1.2008 -2.8166  -0.554
H -1.8247 1.4808 -3.1762  0.206
H -3.6891 2.6215 -2.0322  0.214
H -0.6209 -0.8634 -3.5596  0.413
H -4.8230 1.3917 -0.0814  0.209
H -1.2841 -3.4068 -3.1732  0.216
H -5.0321 -0.9689 -0.1201  0.225
H -3.0837 -4.7048 -1.9198  0.209
H -4.1938 -3.7701 -0.8019  0.215
H -2.5227 -4.2854 -0.3407  0.219

Cartesian forces, eV/Å:
C 0.0 0.1 -2.8
C 2.7 -0.1 4.1
C -2.1 -0.2 1.5
C -3.9 1.4 -3.9
C 0.4 3.9 0.1
C -2.6 -2.8 -0.2
C -0.2 -2.0 0.9
C 4.5 -1.4 0.2
H 0.4 0.2 1.1
H 0.2 0.7 0.3
H -0.2 0.1 0.3
H 3.8 -0.7 1.6
H 0.9 -0.1 -0.3
H -0.6 -0.4 0.2
H -0.6 0.2 -0.3
H -1.1 2.2 -0.3
H -1.7 -0.3 -0.5
H 0.1 -0.8 -2.0
C 2.6 -1.3 -2.3
C 0.6 -1.2 0.2
C 0.9 3.6 -2.5
C 0.4 -1.8 0.0
C 0.3 0.8 0.3
C -2.6 -3.9 3.7
C 0.8 -1.2 0.0
C -1.9 -1.6 1.6
C -0.2 3.0 0.4
N -0.9 0.0 -0.7
H 2.0 1.7 -2.5
H -0.2 0.8 0.4
H -1.2 -0.7 1.1
H 0.7 -0.7 -1.6
H 0.1 0.9 0.5
H 1.5 -0.2 -0.5
H -0.7 1.3 1.2
H -1.6 -0.2 0.7
H -0.5 0.5 0.3

Orbital gap ... 8.5 eV
Strongest force on any atom ... 5.961 eV Å⁻¹
Highest occupied orbital energy ... -7.755 eV
Charge ... 0
Structure (SMILES) ... Cc1c[nH]c2ccccc12.CCc1ccccc1

Among the records above, which one has the lowest strongest force on any atom?
C17H19I2N4OSSn

Which of these has the lowest highest occupied orbital energy?
C17H19I2N4OSSn

What is the formula in the first record?
C17H19FN2O9S